Formula: C28H22Cl5IrN5O3
Source: OMol25
Level of theory: wB97M-V/def2-TZVPD

Results
HOMO (spin up / spin down): -12.54 / -12.49 eV
multiplicity: 2
charge: +2
lowest unoccupied orbital energy (spin up / spin down): -8.176 / -9.158 eV
orbital gap (spin up / spin down): 4.367 / 3.335 eV
ΔE to the lowest compared entry with this formula, charge and spin: 2.7592 eV
largest force on an atom: 3.39 eV Å⁻¹
expectation value of S²: 1.0208

Structure (XYZ):
```
64
Properties=species:S:1:pos:R:3:mulliken_spin:R:1
Ir 0.18030 -0.43310 -0.11900 0.438
C -3.17990 1.33230 -2.13420 -0.004
C -2.26090 0.41290 -1.42380 0.104
N -1.15030 0.89360 -0.76240 0.003
N -0.84850 2.15150 -0.77670 0.281
C 0.36470 2.43000 -0.30420 0.001
O 1.14240 1.46370 0.02040 0.082
C 0.71170 3.83030 -0.12120 -0.017
C 1.82930 4.19590 0.63900 0.001
C 2.11230 5.53200 0.83790 0.003
C 1.30380 6.51390 0.27600 0.016
C 0.20010 6.15540 -0.48880 -0.008
C -0.10110 4.82430 -0.68170 0.016
C -2.39120 -0.97700 -1.37080 0.021
C -3.45790 -1.71540 -1.94950 0.063
C -3.46790 -3.07840 -1.85490 -0.019
C -2.42770 -3.73240 -1.17110 0.072
C -1.40780 -2.97930 -0.62930 0.006
N -1.36750 -1.65400 -0.72440 0.035
H -2.84760 2.35800 -2.00960 0.002
H -4.19180 1.23020 -1.74080 0.011
H -3.22190 1.10040 -3.19900 0.006
H 2.45490 3.42660 1.06640 -0.001
H 2.96660 5.81630 1.43240 0.000
H 1.53380 7.55690 0.43270 0.000
H -0.42450 6.91850 -0.92890 0.000
H -0.95500 4.53010 -1.27130 0.001
H -4.23910 -1.17960 -2.46220 0.003
H -4.26900 -3.65470 -2.28700 0.001
H -2.41170 -4.80530 -1.08040 -0.001
H -0.58880 -3.45130 -0.10310 0.005
C 2.18370 -3.81130 2.10390 0.000
C 1.92890 -2.35510 1.86310 0.002
O 1.38690 -1.98210 0.81190 -0.018
N 2.30990 -1.51030 2.81850 -0.001
C 2.18790 -0.06770 2.68400 0.008
C 0.82060 0.44150 3.08110 -0.009
C 0.62950 1.08730 4.29710 0.005
C -0.62020 1.59910 4.60760 -0.002
C -1.65010 1.43510 3.69530 0.002
C -1.38750 0.74860 2.52190 0.002
N -0.18510 0.27540 2.22090 0.044
H 2.18530 -4.33510 1.15170 0.000
H 1.38640 -4.22730 2.71970 0.000
H 3.13110 -3.97470 2.60840 0.000
H 2.73510 -1.88260 3.65520 0.000
H 2.36460 0.19120 1.63230 -0.001
H 2.95570 0.40010 3.30140 0.000
H 1.45170 1.19450 4.98620 0.000
H -0.78070 2.12630 5.53540 0.000
H -2.63620 1.82740 3.88210 0.000
H -2.16560 0.57710 1.79200 -0.005
Cl 0.50220 -3.53680 -7.19880 -0.004
C 0.42190 -2.51650 -5.85610 -0.033
C 0.94610 -2.94260 -4.61070 0.020
Cl 1.61130 -4.51100 -4.48690 0.002
C 0.90580 -2.09570 -3.52440 -0.039
Cl 1.52500 -2.55440 -2.01050 -0.007
C 0.35920 -0.75670 -3.60050 0.021
O 0.37270 0.02880 -2.64180 -0.104
C -0.22920 -0.39630 -4.87560 -0.025
Cl -0.97870 1.12090 -4.97750 -0.001
C -0.19070 -1.24890 -5.96410 0.018
Cl -0.90350 -0.78410 -7.44940 0.002
```